DFT (wB97M-V/def2-TZVPD) results for 2 unconnected molecules or ions with the total composition H3NS2.

Each line ends with the natural charge from an NBO analysis.
CARTESIAN COORDINATES (ANGSTROEM)
N 1.22469 -0.20324 -0.29976  -0.907
S -2.44282 0.32240 0.94962  -0.133
S 0.98471 -1.04468 1.02511  0.161
H 1.99096 0.40986 -0.31938  0.388
H 0.78116 -0.54340 -1.08787  0.385
H -2.53870 1.05905 -0.26773  0.106

Cartesian forces (eV/Å) of the 2 atoms listed first:
N 0.21 0.30 0.76
S -0.07 0.86 -1.46

Results
HOMO energy (spin up / spin down) (Eh): -0.3085 / -0.3263
Relative energy (zero: lowest compared OMol25 entry of this formula, charge and spin) (kJ/mol): 241.01
Net charge: 0
Orbital gap (spin up / spin down) (hartree): 0.2258 / 0.3016
Molecular weight (g mol⁻¹): 81.2



DFT (wB97M-V/def2-TZVPD) results for a molecular structure, C34H96N6O16.

Each line ends with the Mulliken charge.
CARTESIAN COORDINATES (ANGSTROEM)
C 2.59718 1.82249 -2.59951  -0.275
C 2.57100 0.26836 -3.06192  -1.280
O 1.25354 -0.36694 -2.93304  -0.487
O 2.48954 1.99136 -1.13195  -0.373
H 1.72730 2.42783 -2.85443  0.097
H 3.56912 2.20350 -2.91297  0.480
H 3.24385 -0.28625 -2.40786  0.261
H 3.05316 0.20176 -4.03721  0.522
H 0.73321 -0.09096 -2.17495  -0.511
H 2.88404 2.82565 -0.86746  0.664
C -0.43305 -2.66935 -3.51803  -0.684
C 0.81657 -2.95088 -2.65333  -1.006
O 0.37140 -3.53689 -1.46952  -1.068
O -0.88476 -3.81868 -4.20831  -0.754
H -0.21389 -1.95865 -4.31489  0.505
H -1.33331 -2.34922 -2.99350  0.434
H 1.35077 -2.01996 -2.46332  0.534
H 1.54048 -3.57017 -3.18298  0.574
H 1.10286 -3.40083 -0.86284  1.047
H -1.02687 -4.48390 -3.53090  0.501
C 3.52141 -0.48182 3.18370  -1.165
C 3.28938 -0.37361 1.67944  1.103
O 4.27258 0.04748 0.85960  -0.689
O 4.06001 0.83284 3.51459  -0.690
H 4.28262 -1.23725 3.37860  0.668
H 2.58870 -0.63458 3.72668  0.232
H 2.50230 0.34669 1.45625  0.117
H 2.94170 -1.30009 1.22245  0.255
H 4.65284 0.81303 1.29655  0.650
H 4.78705 1.07966 2.93830  0.526
C -1.80472 -4.89138 0.35982  -1.534
C -2.37486 -3.65173 -0.36564  0.756
O -1.78397 -3.81925 -1.67995  -0.665
O -0.40582 -4.90412 0.62808  -0.576
H -1.97917 -5.72164 -0.32455  0.436
H -2.35524 -4.97625 1.29675  0.407
H -2.05786 -2.71409 0.09091  -0.432
H -3.45520 -3.75996 -0.46179  0.318
H -0.91675 -3.41648 -1.76544  -0.466
H 0.02186 -4.16860 0.18344  0.663
C 0.74393 0.10202 -0.21997  1.188
C -0.04965 -1.19602 -0.17826  0.744
O -1.17208 -1.20374 0.65370  0.818
O 0.35298 0.97066 -1.27159  1.419
H 1.81184 -0.11508 -0.19655  0.193
H 0.75359 0.78390 0.63035  -0.475
H 0.43872 -2.07024 0.25225  1.604
H -0.30986 -1.50918 -1.18937  0.322
H -1.07732 -2.06260 1.07202  -1.418
H 0.56093 1.85094 -0.94995  -1.507
C -3.45206 -3.04647 3.96695  -1.917
C -3.24515 -2.22716 2.67752  0.121
C -2.52550 -0.91979 2.88209  0.290
O -1.25848 -1.02303 3.58141  -0.603
C -0.56710 0.22299 3.48371  -0.025
N -2.33522 -3.09564 1.86413  -0.500
H -2.51715 -3.21512 4.50137  0.301
H -3.90357 -4.01467 3.75054  0.442
H -4.20631 -2.45837 4.48977  0.493
H -4.21093 -2.06203 2.19993  -0.102
H -3.13584 -0.20981 3.44020  0.684
H -2.41387 -0.52915 1.87064  -0.514
H 0.00770 0.37026 2.56937  -0.047
H 0.06861 0.28227 4.36715  0.611
H -1.16947 1.13142 3.48110  -0.926
H -2.63202 -4.05911 1.92532  0.641
H -1.49761 -3.12849 2.42754  0.132
C -1.98258 2.71716 2.40848  -2.000
C -0.81685 3.70733 2.53252  1.443
C -1.06858 4.94190 1.60545  -1.618
O -1.34812 4.56863 0.23260  -0.411
C -0.24053 4.27294 -0.54579  -0.385
N -0.67634 3.97745 3.94094  -0.656
H -1.82657 2.26385 1.42957  -0.267
H -2.96468 3.18274 2.49113  0.511
H -2.06188 2.00290 3.22802  1.368
H 0.11219 3.28182 2.15315  -1.018
H -0.23632 5.64427 1.55947  0.416
H -1.70455 5.72123 2.02533  0.456
H -0.22561 3.19837 -0.72793  -0.660
H 0.70351 4.54493 -0.07366  0.819
H -0.34387 4.87143 -1.45091  0.734
H 0.09549 4.57863 4.19188  0.378
H -0.52926 3.07901 4.37829  0.349
C -2.85318 2.45312 -1.23868  -1.528
C -3.06356 1.00388 -0.65872  2.017
C -4.55607 0.76913 -0.44241  -1.592
O -4.88010 -0.61318 -0.32522  -0.457
C -4.37749 -1.29708 0.77146  -1.300
N -2.32736 0.15544 -1.60299  0.575
H -3.36478 2.46345 -2.20109  0.740
H -1.81735 2.67237 -1.49773  0.630
H -3.31800 3.19572 -0.59016  0.667
H -2.56303 0.84820 0.29695  -0.812
H -5.10609 1.12235 -1.31466  0.416
H -4.98908 1.34416 0.37608  0.388
H -4.34561 -0.64571 1.64483  0.594
H -3.35736 -1.65394 0.62973  1.165
H -5.09854 -2.06754 1.04457  0.413
H -2.42116 -0.77766 -1.22800  1.216
H -1.34992 0.39618 -1.68504  -0.749
C 1.48086 2.53229 1.88924  1.347
C 2.86569 2.51167 1.35770  0.552
C 3.27889 3.74956 0.42805  -1.985
O 2.24576 3.91622 -0.59826  0.077
C 2.62201 4.73121 -1.66515  -0.642
N 3.76692 2.55352 2.53624  -0.787
H 1.37461 3.22412 2.72483  1.231
H 1.33791 1.50051 2.21029  -0.858
H 0.81065 2.84151 1.08719  -0.473
H 3.05413 1.63972 0.73137  0.481
H 4.22137 3.48071 -0.04896  0.422
H 3.50877 4.66116 0.97964  0.355
H 3.65184 4.57848 -1.98801  0.375
H 2.54532 5.80872 -1.51963  0.193
H 1.92557 4.64055 -2.49872  -0.004
H 3.51512 1.86556 3.23152  0.374
H 3.62760 3.46462 2.94925  0.352
C 2.08228 -5.02404 -1.00872  -2.083
C 1.76569 -4.02464 0.12861  1.385
C 2.79246 -4.14313 1.23601  -0.767
O 2.32608 -3.28034 2.24286  -0.158
C 3.20842 -2.89111 3.38994  -1.215
N 1.82754 -2.68905 -0.49756  -0.158
H 1.42091 -5.23766 -1.84841  0.228
H 2.23721 -5.96283 -0.47697  0.663
H 3.01620 -4.77413 -1.51216  0.388
H 0.74333 -4.08585 0.50161  -0.427
H 3.76269 -3.84528 0.83845  0.332
H 2.79507 -5.18695 1.54991  0.638
H 2.70596 -2.37749 4.20960  0.381
H 4.04243 -2.26113 3.08067  0.222
H 3.82682 -3.60572 3.93309  0.467
H 2.77768 -2.61649 -0.83231  0.685
H 1.89642 -2.08894 0.31190  -2.113
C -1.72280 0.67407 -5.68289  -1.690
C -1.59825 0.46756 -4.07371  1.359
C -1.44453 1.84409 -3.45227  -0.513
O -0.21170 2.40855 -3.70074  -0.463
C 0.15943 3.56317 -2.94662  -1.604
N -2.86974 -0.09800 -3.78538  -0.484
H -1.69143 -0.17247 -6.36883  0.437
H -0.91323 1.22037 -6.16686  0.278
H -2.61107 1.28544 -5.84199  0.435
H -0.77257 -0.17318 -3.76419  -1.106
H -1.69861 1.73743 -2.39767  -1.625
H -2.20218 2.56764 -3.75316  1.412
H 1.16690 3.84930 -3.24865  0.714
H 0.32765 3.37116 -1.88694  -0.751
H -0.49240 4.40618 -3.17592  1.149
H -2.95738 -0.86918 -4.43166  0.378
H -2.88321 -0.48683 -2.85334  -0.315

Cartesian forces (eV/Å) of the 2 atoms listed first:
C -0.31 -1.64 1.56
C -1.75 1.62 2.22

Results
HOMO energy (Eh): -0.2740
Relative energy (zero: lowest compared OMol25 entry of this formula, charge and spin) (kJ/mol): 3588.11
Net charge: 0
Orbital gap (hartree): 0.2733
Molecular weight (g mol⁻¹): 845.2